Record 1
Density functional theory data (ωB97M-V with the def2-TZVPD basis set) for an isolated ion of composition C18H14Br2FN2 and charge +1 in a non-equilibrium geometry.

The calculation puts the lowest unoccupied orbital energy at -3.79 eV. As for the net charge: +1. The energy relative to the best compared isomer or geometry (same formula, charge and spin) is 0.0000 eV. Its SMILES is Nc1c(Br)c[n+]([C@H](c2ccccc2)c2cccc(F)c2)cc1Br.

```
37
Properties=species:S:1:pos:R:3:mulliken_charge:R:1
Br 0.23 5.06 0.42 -0.1695
Br 2.07 1.72 -3.89 -0.1717
F -2.20 -4.66 -1.07 -0.3175
N 1.69 4.28 -2.18 -0.3735
N 0.05 0.96 -0.34 0.2218
C 1.35 1.90 -2.11 -0.6402
C -3.11 -2.71 -2.01 -0.5872
C 0.87 0.29 2.39 -0.5850
C 1.11 -1.95 1.53 -0.2774
C -1.18 -1.20 -0.53 0.4601
C -3.04 -1.33 -2.14 -0.6543
C -0.02 2.20 0.25 -0.1755
C -2.09 -0.61 -1.42 -0.7053
C 1.48 -0.06 3.59 -0.6619
C -0.47 -0.20 0.38 0.2944
C 0.53 3.31 -0.32 -0.7164
C 1.77 -1.41 3.82 -0.4985
C 0.83 0.80 -1.46 0.0298
C 0.56 -0.67 1.42 0.8953
C -1.25 -2.59 -0.38 -0.6579
C -2.17 -3.29 -1.17 -0.0167
C 1.24 3.19 -1.54 1.6901
C 1.67 -2.34 2.77 -0.7680
H 2.15 4.23 -3.07 0.1564
H 2.10 -1.71 4.82 0.3985
H -3.76 -0.80 -2.78 0.3893
H -1.27 0.17 1.05 0.2324
H -3.88 -3.30 -2.52 0.4429
H 1.58 5.20 -1.79 0.1462
H 0.99 -0.20 -1.87 0.4669
H -0.51 2.31 1.21 0.6196
H 1.64 0.74 4.31 0.4133
H 0.61 1.33 2.25 0.0540
H -2.07 0.47 -1.55 0.3434
H 1.14 -2.62 0.67 0.6626
H -0.62 -3.14 0.32 0.6528
H 1.98 -3.37 2.93 0.4068
```

Record 2
Density functional theory data (ωB97M-V with the def2-TZVPD basis set) for C24H39InN4O3S2 as an isolated structure.

The calculation puts the lowest unoccupied orbital energy at -4.73 eV. As for the net charge: +2. The energy relative to the best compared isomer or geometry (same formula, charge and spin) is 0.0468 eV.

```
73
Properties=species:S:1:pos:R:3:mulliken_charge:R:1
In -0.50 -0.98 2.03 2.1308
S -1.10 -1.65 -1.18 0.1066
S -1.85 3.17 -0.10 -0.0519
O -0.22 -0.83 -0.21 -0.3811
O -3.19 -1.67 1.28 -0.4211
O -1.34 1.92 0.58 -0.3791
N 0.05 -1.55 4.34 -0.5244
N 1.74 -1.73 2.02 0.1463
N -0.64 -3.31 1.62 -0.4691
N 0.75 0.93 2.10 -0.2834
C -3.50 0.23 2.69 -1.5196
C -2.31 0.34 -2.85 -1.4580
C -2.69 -0.82 2.00 0.3479
C 0.68 -3.95 1.70 -0.7605
C 1.75 5.46 -1.64 -0.5701
C 0.22 -2.95 -4.72 -0.7739
C 2.28 -1.94 3.38 -0.7440
C 1.48 -1.25 4.49 -0.8406
C -0.13 -1.81 -2.64 0.4955
C 2.21 0.71 1.93 -0.7951
C -0.56 5.39 -1.00 -0.6228
C -2.51 -0.63 -1.70 -0.3573
C -1.59 1.62 -2.43 0.6869
C 2.47 -0.65 1.30 -0.4510
C 0.96 -0.98 -2.88 0.3017
C 1.30 -2.12 -4.97 -0.5058
C 1.68 -1.14 -4.06 -1.0433
C -0.42 4.05 -0.70 0.6560
C -2.51 2.58 -1.67 -0.9117
C 0.80 3.40 -0.86 0.7284
C 0.53 6.10 -1.48 -0.5900
C 1.76 -2.99 1.24 -0.5975
C 1.89 4.12 -1.33 -0.9760
C -0.50 -2.81 -3.54 -0.4384
H 0.88 2.34 -0.63 -0.3344
H -1.78 -0.15 -3.67 0.3839
H 2.84 3.63 -1.47 0.4496
H 1.59 -2.73 0.19 0.2098
H -1.51 5.89 -0.84 0.4730
H 2.30 -3.01 3.59 0.5123
H -3.30 0.59 -3.25 0.5680
H 0.85 -4.25 2.74 0.3423
H 0.73 -4.86 1.10 0.5208
H 1.87 -2.24 -5.89 0.4307
H -1.05 -3.42 0.69 0.1579
H 2.52 -0.50 -4.26 0.4571
H 2.69 0.78 2.90 0.3420
H -0.50 -1.00 5.01 0.2799
H 1.88 -1.57 5.45 0.5627
H -0.13 -2.52 4.57 0.2320
H 3.54 -0.86 1.29 0.6536
H -3.27 -1.38 -1.94 0.6656
H -0.06 -3.71 -5.43 0.4539
H 2.60 6.02 -2.01 0.4168
H 2.74 -3.47 1.30 0.4892
H -0.74 1.35 -1.80 -0.7438
H 1.60 -0.17 4.44 0.2884
H 2.11 -0.66 0.27 -0.1926
H 0.32 1.44 1.31 -0.1642
H -3.14 1.21 2.37 0.2172
H -2.82 -0.14 -0.77 0.0593
H -3.33 0.17 3.77 0.3642
H 2.65 1.48 1.31 0.5751
H 0.43 7.15 -1.71 0.4163
H -1.19 2.12 -3.31 0.6159
H -1.33 -3.46 -3.33 0.4791
H -1.31 -3.74 2.24 0.3208
H 1.23 -0.22 -2.16 0.2308
H -2.76 3.47 -2.25 0.5219
H 0.57 1.53 2.91 0.3582
H -3.46 2.11 -1.39 0.5039
H 3.32 -1.60 3.43 0.3419
H -4.56 0.12 2.48 0.4067
```

Record 3
Density functional theory data (ωB97M-V with the def2-TZVPD basis set) for a 4-piece molecular cluster, C15H15F12O9P overall in a non-equilibrium geometry.

The calculation puts the lowest unoccupied orbital energy at 0.01 eV. The energy relative to the best compared isomer or geometry (same formula, charge and spin) is 7.0415 eV. Its SMILES is FC(F)(F)C(F)(F)C(F)(F)C(F)(F)CCP.O=C1OC[C@@H](F)O1.O=C1OC[C@@H](F)O1.O=C1OC[C@@H](F)O1.

```
52
Properties=species:S:1:pos:R:3:mulliken_charge:R:1
P -4.07 -0.71 2.53 -0.0710
F 0.21 -1.46 2.62 -0.2498
F 0.60 -1.94 -0.67 -0.3021
F 1.93 1.44 -4.21 -0.2971
F -3.37 3.51 7.51 -0.2893
F 2.41 0.16 3.44 -0.2557
F 2.19 -1.84 1.34 -0.2800
F -1.71 0.00 -1.19 -0.3247
F -1.89 -1.88 0.29 -0.3141
F 3.00 -5.39 -5.18 -0.2905
F 0.90 0.43 -0.74 -0.2422
F 0.92 1.68 2.30 -0.1887
F 3.01 0.92 1.25 -0.2047
O -2.08 1.83 3.61 -0.3951
O 6.36 1.36 -4.24 -0.5523
O 2.45 -3.62 -3.93 -0.2589
O 4.88 1.35 -2.50 -0.3353
O -2.35 2.87 5.63 -0.2917
O 1.01 -2.62 -5.36 -0.2863
O 1.62 -1.55 -3.43 -0.5740
O 4.12 1.25 -4.62 -0.3604
O -4.17 2.23 4.45 -0.2299
C -1.30 -0.52 0.17 0.7155
C -3.53 0.59 1.18 -0.6192
C -1.86 0.57 1.25 -0.5643
C -4.62 2.71 5.70 -0.4356
C 1.46 -3.81 -5.97 -0.4257
C -3.47 3.53 6.17 0.3060
C 1.96 -4.60 -4.82 0.3117
C 3.07 0.87 -3.77 0.6054
C -2.81 2.27 4.49 0.4455
C 5.22 1.33 -3.83 0.5682
C 1.69 -2.51 -4.18 0.6663
C 1.84 0.54 2.09 0.5920
C 1.07 -0.84 1.56 0.4957
C 3.47 1.43 -2.45 0.0366
C 0.34 -0.67 0.11 0.5205
H 0.64 -4.31 -6.50 0.2528
H -3.93 0.33 0.11 0.4561
H -3.87 -2.06 2.03 0.0491
H 2.96 -0.22 -3.78 0.1952
H -3.49 4.57 5.81 0.2900
H -1.60 0.34 2.37 0.2605
H 2.24 -3.57 -6.70 0.2837
H -3.16 -0.60 3.66 0.0207
H -3.90 1.63 1.60 0.2325
H -5.54 3.30 5.59 0.2535
H 3.08 0.85 -1.61 -0.0843
H 1.20 -5.20 -4.31 0.3179
H -1.45 1.68 1.06 0.3320
H -4.83 1.86 6.37 0.2901
H 3.17 2.48 -2.32 0.2256
```

Record 4
Density functional theory data (ωB97M-V with the def2-TZVPD basis set) for C29H25I2N9O8Re as an isolated structure in a non-equilibrium geometry.

The calculation puts the lowest unoccupied orbital energy (spin up / spin down) at -6.13 / -7.79 eV. As for the net charge: +2. As for the spin multiplicity: 4. The energy relative to the best compared isomer or geometry (same formula, charge and spin) is 0.9229 eV.

```
74
Properties=species:S:1:pos:R:3:lowdin_spin:R:1
Re -0.84 -0.15 0.33 2.4044
I 0.18 4.12 -1.57 0.0047
I -4.93 3.71 -4.82 0.0062
O 3.11 1.71 -5.52 0.0000
O 6.00 -3.01 -2.79 0.0000
O 1.18 1.64 -4.56 0.0000
O 1.03 0.28 1.24 0.0603
O 1.94 -2.85 -0.31 0.0113
O 6.27 -1.82 -4.59 0.0001
O 0.22 -1.53 -0.86 0.1130
O -0.58 1.14 -1.21 0.1477
N -1.19 -0.24 3.21 0.0135
N -2.03 1.48 0.93 0.0016
N -1.58 -0.93 4.24 0.0146
N -2.00 -2.14 3.95 0.0022
N -1.36 -1.04 2.17 0.0244
N 5.65 -2.19 -3.62 0.0000
N -2.76 -0.65 -0.59 0.0041
N -1.50 -0.46 5.49 0.0079
N 2.32 1.24 -4.74 0.0000
C 1.31 -2.47 2.35 0.0060
C -3.99 2.70 0.35 -0.0012
C -1.47 2.62 1.38 0.0101
C -3.41 3.88 0.80 0.0090
C -3.84 0.20 -0.02 0.0053
C 2.97 -2.64 4.57 0.0001
C -2.57 0.90 -2.51 0.0179
C -3.51 1.49 -3.33 -0.0025
C -1.86 -2.20 2.65 0.0233
C -2.67 -0.53 -2.09 0.0086
C 2.28 -1.45 -2.16 0.0020
C -3.28 1.52 0.43 0.0122
C 2.84 -1.44 3.90 0.0041
C -2.13 3.83 1.33 0.0009
C 1.45 -1.99 -1.01 0.0100
C 1.89 -0.37 -2.93 0.0014
C -3.41 2.83 -3.67 0.0199
C 3.51 -2.06 -2.40 0.0003
C 2.74 0.10 -3.93 0.0001
C -2.36 3.60 -3.20 -0.0034
C 1.96 -0.08 2.01 0.0150
C 2.30 -3.77 4.11 0.0056
C 3.11 0.86 2.15 0.0019
C 2.01 -1.33 2.77 0.0043
C 1.46 -3.68 3.01 0.0001
C 3.97 -0.48 -4.17 -0.0001
C -1.48 1.66 -2.01 0.0057
C -1.41 3.02 -2.38 0.0150
C 4.33 -1.57 -3.40 0.0001
H 2.45 -4.72 4.61 0.0003
H 3.82 -2.92 -1.82 0.0001
H -1.49 0.54 5.58 0.0005
H -4.33 0.90 -3.73 -0.0004
H -2.05 -0.98 6.17 0.0004
H -2.10 -3.07 2.06 0.0011
H -3.95 4.81 0.73 0.0004
H 0.95 0.13 -2.77 0.0008
H -1.64 4.73 1.68 0.0000
H 3.13 1.26 3.17 0.0008
H 0.71 -2.44 1.46 0.0013
H 4.64 -0.10 -4.93 0.0000
H -1.78 -1.09 -2.39 0.0010
H 3.61 -2.71 5.43 0.0000
H -4.99 2.69 -0.06 -0.0002
H -3.55 -1.00 -2.54 0.0006
H -2.28 4.65 -3.46 -0.0005
H -4.27 -0.30 0.85 0.0002
H 4.04 0.33 1.98 0.0004
H -0.47 2.53 1.78 0.0009
H -2.98 -1.63 -0.40 0.0049
H 3.36 -0.57 4.29 0.0002
H 0.95 -4.55 2.63 -0.0001
H 3.00 1.68 1.45 0.0000
H -4.64 0.35 -0.75 -0.0002
```

Record 5
Density functional theory data (ωB97M-V with the def2-TZVPD basis set) for a 9-piece molecular cluster, H18O9 overall in a non-equilibrium geometry.

The calculation puts the lowest unoccupied orbital energy (spin up / spin down) at -2.99 / -11.20 eV. As for the net charge: +1. As for the spin multiplicity: 2. The energy relative to the best compared isomer or geometry (same formula, charge and spin) is 1.1480 eV.

```
27
Properties=species:S:1:pos:R:3:lowdin_spin:R:1
O -26.16 24.92 -16.37 -0.0008
O -24.58 18.34 -19.37 0.1358
O -26.06 21.74 -17.15 0.1528
O -27.76 24.69 -18.50 0.2890
O -22.61 22.10 -18.29 0.0201
O -26.35 22.04 -14.19 0.1233
O -28.15 19.20 -16.65 0.2622
O -24.63 21.10 -19.82 0.0043
O -22.88 22.68 -15.70 -0.0004
H -27.20 21.82 -13.81 0.0008
H -27.22 24.78 -17.72 0.0036
H -22.60 22.31 -17.35 -0.0001
H -28.20 25.54 -18.59 0.0037
H -25.53 22.53 -17.01 0.0017
H -26.47 21.93 -15.13 -0.0020
H -25.14 21.05 -20.63 -0.0002
H -24.59 19.29 -19.25 0.0011
H -22.99 23.52 -15.26 0.0000
H -22.36 21.18 -18.33 0.0003
H -27.36 19.74 -16.73 0.0002
H -25.35 25.09 -16.85 0.0001
H -22.87 22.03 -14.99 0.0000
H -25.75 21.39 -17.98 0.0011
H -25.97 25.20 -15.47 -0.0001
H -23.83 21.57 -20.06 0.0000
H -23.97 18.20 -20.09 0.0013
H -28.56 19.23 -17.51 0.0023
```

Record 6
Density functional theory data (ωB97M-V with the def2-TZVPD basis set) for H26O13Xe as an isolated structure.

The calculation puts the lowest unoccupied orbital energy at -0.12 eV. The energy relative to the best compared isomer or geometry (same formula, charge and spin) is 0.6184 eV.

```
40
Properties=species:S:1:pos:R:3:mulliken_charge:R:1
Xe -0.48 -0.42 -0.46 0.0183
O -0.39 -3.67 1.52 -0.6695
O -0.63 -2.54 -3.73 -0.6003
O -3.84 1.62 -0.64 -0.6486
O 2.63 0.05 1.75 -0.7424
O 2.20 -2.67 1.14 -0.6875
O 1.33 2.44 0.01 -0.5301
O -1.07 -4.19 -1.24 -0.6578
O 0.80 2.58 -3.52 -0.6018
O 3.36 1.06 -1.65 -0.6179
O -1.28 2.54 2.44 -0.6831
O 0.59 0.68 3.50 -0.6454
O -1.36 3.12 -0.49 -0.5963
O -2.57 -1.90 2.12 -0.6233
H -0.66 -3.96 0.64 0.3950
H 3.98 1.79 -1.59 0.3003
H -1.84 -2.35 1.71 0.3484
H 1.37 0.47 2.99 0.4460
H -2.06 2.00 2.53 0.3165
H 1.55 3.34 0.27 0.2738
H -2.44 -2.03 3.06 0.2903
H 2.98 -3.03 1.57 0.2761
H 2.54 1.41 -1.29 0.3228
H 0.09 1.28 2.95 0.3427
H -1.21 2.71 1.50 0.3799
H 3.55 0.30 1.86 0.2755
H -1.56 3.95 -0.91 0.2683
H -0.64 -3.94 -2.06 0.3070
H 2.28 -1.72 1.27 0.3967
H -2.12 2.56 -0.67 0.3052
H 0.38 2.46 -0.11 0.1974
H -4.69 1.65 -0.20 0.3019
H -3.65 0.68 -0.71 0.3076
H -0.52 -1.60 -3.87 0.2991
H -0.35 -2.94 -4.55 0.2884
H 1.05 3.43 -3.88 0.3010
H 0.52 -3.41 1.42 0.3675
H 0.61 2.76 -2.60 0.3354
H -0.77 -5.09 -1.08 0.3276
H 2.33 0.57 1.01 0.3153
```